[1]
# C7H9NS

A 2-piece molecular cluster, C7H9NS overall in a non-equilibrium geometry (ωB97M-V/def2-TZVPD, the Open Molecules 2025 dataset).

```
18
Properties=species:S:1:pos:R:3
C -3.434 -0.401 0.132
C -2.200 -0.997 0.050
C -3.267 0.959 -0.001
C -1.286 -0.009 -0.142
C 1.218 0.433 -0.300
C 3.607 -0.369 -0.106
C 2.062 -0.621 0.148
N -1.913 1.155 -0.188
S 1.471 1.977 -0.410
H -4.410 -0.752 0.085
H -2.068 -2.087 0.427
H -3.932 1.726 0.004
H 4.256 -0.873 0.678
H 3.894 -0.630 -1.162
H 3.687 0.774 0.026
H 1.857 -1.620 -0.352
H 1.826 -0.700 1.327
H -1.366 2.036 -0.215
```

Summary:
**Energy**: -724.83017 hartree
**Energy relative to the best compared isomer or geometry (same formula, charge and spin)**: 0.0 kcal per mole
**Spin multiplicity**: 3
**Molecular weight**: 139.2 g/mol
**Frontier orbital gap (alpha / beta)**: 0.25517 / 0.22584 Eh
**Highest occupied orbital energy (alpha / beta)**: -7.1 / -8.0 eV



[2]
# C3H10SSi

A 2-piece molecular cluster, C3H10SSi overall in a non-equilibrium geometry (ωB97M-V/def2-TZVPD, the Open Molecules 2025 dataset).

```
15
Properties=species:S:1:pos:R:3
C -1.147 -1.223 -0.200
C 0.351 0.735 1.860
C 0.700 0.612 -1.219
Si -0.529 0.470 0.259
S 1.777 1.945 -1.181
H -0.455 -1.529 -0.922
H -1.165 -1.851 0.602
H -2.166 -1.173 -0.582
H -0.161 0.288 2.661
H 1.442 0.391 1.694
H 0.598 1.709 2.163
H -0.280 0.835 -2.655
H 1.181 -0.310 -1.423
H -1.344 1.695 0.168
H 2.525 1.600 -2.248
```

Summary:
**Energy**: -807.86843 hartree
**Energy relative to the best compared isomer or geometry (same formula, charge and spin)**: 47.7 kcal per mole
**Molecular weight**: 106.3 g/mol
**Frontier orbital gap**: 0.32911 Eh
**Highest occupied orbital energy**: -8.5 eV



[3]
# C41H37AsN3O2SY

C41H37AsN3O2SY as an isolated structure (ωB97M-V/def2-TZVPD, the Open Molecules 2025 dataset).

```
86
Properties=species:S:1:pos:R:3
Y -1.666 0.229 -0.088
C -3.563 -0.803 2.414
N -2.711 -1.467 1.407
C -3.509 -2.477 0.699
C -1.477 -1.964 1.991
C -1.231 -3.316 2.168
C -0.023 -3.757 2.688
C 0.946 -2.828 3.030
C 0.717 -1.474 2.858
C -0.494 -1.000 2.337
N -0.778 0.313 1.993
C -0.205 1.428 2.556
C 0.455 1.482 3.795
C 0.985 2.668 4.272
C 0.862 3.846 3.550
C 0.167 3.823 2.348
C -0.356 2.642 1.854
N -1.149 2.615 0.629
C -2.523 3.071 0.929
C -0.584 3.444 -0.449
H -3.972 -1.540 3.114
H -4.387 -0.304 1.901
H -2.980 -0.071 2.968
H -3.942 -3.202 1.398
H -2.892 -2.989 -0.036
H -4.313 -1.963 0.178
H -1.981 -4.043 1.888
H 0.160 -4.816 2.811
H 1.904 -3.159 3.412
H 1.507 -0.766 3.069
H 0.538 0.585 4.390
H 1.496 2.668 5.226
H 1.279 4.773 3.921
H 0.036 4.746 1.796
H -2.520 4.099 1.305
H -2.956 2.430 1.701
H -3.131 3.016 0.027
H -0.605 4.509 -0.200
H -1.168 3.288 -1.353
H 0.448 3.147 -0.640
O -2.466 1.512 -1.934
C -3.398 0.658 -1.888
O -3.884 0.328 -0.760
C -3.674 -0.187 -3.081
C -4.714 0.031 -3.970
C -4.886 -0.815 -5.054
C -4.009 -1.876 -5.233
C -2.974 -2.094 -4.339
C -2.781 -1.256 -3.240
S -1.440 -1.586 -2.121
H -5.387 0.865 -3.810
H -5.696 -0.646 -5.751
H -4.132 -2.544 -6.076
H -2.293 -2.924 -4.479
C 2.808 1.598 -4.850
C 3.744 1.168 -3.917
C 3.327 0.721 -2.673
C 1.970 0.702 -2.365
C 1.033 1.129 -3.299
C 1.456 1.578 -4.544
As 1.332 0.102 -0.640
C 2.107 -1.661 -0.406
C 1.688 -2.854 -0.973
C 2.339 -4.033 -0.636
C 3.399 -4.016 0.261
C 3.815 -2.823 0.832
C 3.169 -1.637 0.504
C 3.493 -0.309 1.057
C 4.480 -0.041 2.000
C 4.677 1.257 2.442
C 3.900 2.298 1.947
C 2.910 2.039 1.012
C 2.704 0.740 0.572
H 3.136 1.947 -5.821
H 4.798 1.182 -4.160
H 4.056 0.387 -1.943
H -0.027 1.092 -3.067
H 0.728 1.906 -5.274
H 0.861 -2.869 -1.673
H 2.016 -4.968 -1.076
H 3.902 -4.939 0.520
H 4.639 -2.822 1.535
H 5.097 -0.841 2.391
H 5.444 1.461 3.178
H 4.056 3.308 2.301
H 2.296 2.849 0.642
```

Summary:
**Energy**: -4571.81531 hartree
**Energy relative to the best compared isomer or geometry (same formula, charge and spin)**: 0.0 kcal per mole
**Molecular weight**: 799.7 g/mol
**Frontier orbital gap**: 0.27623 Eh
**Highest occupied orbital energy**: -7.1 eV



[4]
# C4H2N2S2

An isolated molecule of C4H2N2S2 in a non-equilibrium geometry (ωB97M-V/def2-TZVPD, the Open Molecules 2025 dataset).

```
10
Properties=species:S:1:pos:R:3
C -1.054 -0.867 -0.329
C 0.368 -1.285 -0.191
C 1.072 0.858 0.323
C -0.320 1.247 0.247
H 0.568 -2.301 -0.278
H -0.653 2.277 0.462
N 1.361 -0.500 0.129
N -1.313 0.503 -0.101
S -2.278 -1.847 -0.803
S 2.249 1.916 0.542
```

Summary:
**Energy**: -1059.43807 hartree
**Energy relative to the best compared isomer or geometry (same formula, charge and spin)**: 16.2 kcal per mole
**Molecular weight**: 142.2 g/mol
**Frontier orbital gap**: 0.24375 Eh
**Highest occupied orbital energy**: -9.6 eV
**SMILES**: S=C1C=NC(=S)C=N1



[5]
# C17H21F7N6O6S2

C17H21F7N6O6S2 as an isolated structure in a non-equilibrium geometry (ωB97M-V/def2-TZVPD, the Open Molecules 2025 dataset).

```
59
Properties=species:S:1:pos:R:3
O -3.762 2.513 3.499
S -2.542 2.568 2.771
O -1.500 2.947 3.674
O -2.570 3.595 1.541
C -1.535 3.106 0.626
C -1.067 1.698 1.119
S -0.794 0.528 -0.264
O -2.283 -0.796 -0.600
O -0.782 1.308 -1.512
C 0.880 -0.297 -0.115
F 0.666 -1.604 -0.443
F 1.709 0.182 -1.079
C 1.528 -0.283 1.292
F 0.649 -0.423 2.295
F 2.344 -1.388 1.357
C 2.508 0.921 1.528
F 3.620 0.784 0.784
F 1.959 2.102 1.256
F 2.905 0.848 2.801
O -2.253 1.254 1.879
H -2.039 3.157 -0.344
H -0.649 3.750 0.678
H -0.324 1.810 1.920
C 1.160 4.035 6.598
C 1.534 3.615 5.245
N 1.821 3.283 4.189
H 0.087 3.916 6.736
H 1.684 3.426 7.332
H 1.425 5.080 6.746
C -6.021 -0.227 -1.419
C -4.609 -0.407 -1.064
N -3.510 -0.547 -0.786
H -6.597 -1.084 -1.080
H -6.414 0.673 -0.949
H -6.120 -0.136 -2.499
C 2.796 -3.606 -0.901
C 3.523 -4.801 -1.341
N 4.090 -5.735 -1.683
H 1.890 -3.897 -0.374
H 3.421 -3.018 -0.233
H 2.526 -2.999 -1.763
C 4.549 2.056 -1.978
C 4.710 3.240 -2.828
N 4.836 4.164 -3.491
H 3.510 1.962 -1.669
H 4.838 1.163 -2.529
H 5.176 2.147 -1.094
C 6.663 -4.969 -3.748
C 6.816 -4.401 -5.092
N 6.934 -3.956 -6.140
H 7.269 -5.869 -3.656
H 6.985 -4.246 -3.001
H 5.621 -5.224 -3.569
C -9.651 -2.463 -1.365
C -9.330 -1.048 -1.580
N -9.083 0.057 -1.746
H -10.355 -2.561 -0.542
H -10.095 -2.882 -2.266
H -8.744 -3.017 -1.126
```

Summary:
**Energy**: -2935.49288 hartree
**Molecular weight**: 602.5 g/mol
**Frontier orbital gap**: 0.30709 Eh
**Highest occupied orbital energy**: -8.4 eV



[6]
# C19H15ClN4O4SbSe4Y

C19H15ClN4O4SbSe4Y as an isolated structure in a non-equilibrium geometry (ωB97M-V/def2-TZVPD, the Open Molecules 2025 dataset).

```
49
Properties=species:S:1:pos:R:3
Y 1.354 0.494 0.467
C 1.208 1.518 2.625
C 2.374 2.292 2.436
C 2.040 3.403 1.653
C 0.670 3.337 1.350
C 0.143 2.163 1.923
H 1.090 0.729 3.357
H 3.334 2.091 2.889
H 2.710 4.194 1.352
H 0.100 4.088 0.826
H -0.909 1.955 2.061
O 0.085 -4.910 2.435
C -1.072 -4.351 2.164
O -2.125 -4.911 2.331
C -1.037 -2.948 1.631
C -2.165 -2.230 1.249
Cl -3.783 -2.708 1.209
N -1.765 -1.011 0.821
N -0.431 -0.910 0.887
C 0.027 -2.060 1.379
C 1.526 -2.214 1.538
O 1.976 -3.276 1.947
O 2.216 -1.191 1.196
C -2.515 0.109 0.357
C -2.025 0.808 -0.737
C -2.674 1.949 -1.176
C -3.822 2.380 -0.527
C -4.310 1.673 0.561
C -3.656 0.539 1.018
H 0.863 -4.317 2.244
H -1.148 0.442 -1.251
H -2.283 2.494 -2.025
H -4.333 3.272 -0.866
H -5.199 2.017 1.073
H -4.012 0.009 1.889
Se 3.343 1.446 -0.829
Sb 3.987 2.155 -3.485
Se 4.298 0.207 -4.800
Se 1.336 2.552 -3.686
Se 1.322 2.431 -1.345
N 1.089 -1.588 -3.778
C 2.127 -2.229 -3.158
C 2.167 -1.722 -1.900
N 1.166 -0.778 -1.741
C 0.545 -0.728 -2.903
H 0.841 -1.675 -4.746
H 2.753 -2.946 -3.657
H 2.851 -1.967 -1.105
H -0.278 -0.082 -3.155
```

Summary:
**Energy**: -11597.69122 hartree
**Energy relative to the best compared isomer or geometry (same formula, charge and spin)**: 67.7 kcal per mole
**Molecular weight**: 925.3 g/mol
**Frontier orbital gap**: 0.24707 Eh
**Highest occupied orbital energy**: -7.9 eV